{
  "formula": "C36H44BF4N4Ti",
  "method": "wB97M-V/def2-TZVPD",
  "homo_ev": [-2.4, -3.7],
  "charge": -1,
  "molar_mass_g_mol": 667.447,
  "gap_ev": [4.706, 5.532],
  "spin_multiplicity": 3,
  "species": ["Ti", "C", "C", "C", "C", "C", "C", "C", "C", "C", "C", "C", "C", "C", "C", "C", "C", "N", "C", "C", "C", "N", "C", "C", "C", "N", "C", "C", "C", "C", "C", "C", "C", "C", "C", "C", "C", "C", "N", "C", "C", "H", "H", "H", "H", "H", "H", "H", "H", "H", "H", "H", "H", "H", "H", "H", "H", "H", "H", "H", "H", "H", "H", "H", "H", "H", "H", "H", "H", "H", "H", "H", "H", "H", "H", "H", "H", "H", "H", "H", "H", "H", "H", "H", "H", "F", "B", "F", "F", "F"],
  "coordinates": [[0.2625, 0.4892, -0.5619], [3.8159, -4.8166, -0.6683], [4.1747, -3.5064, -1.3820], [3.5135, -2.3059, -0.7755], [4.0332, -1.4259, 0.1601], [5.3884, -1.4479, 0.7987], [5.3980, -2.1486, 2.1635], [3.0081, -0.5026, 0.4562], [3.0888, 0.5120, 1.4357], [2.0818, 1.3495, 1.8000], [2.1823, 2.3446, 2.8605], [3.3690, 2.5198, 3.7541], [3.4468, 1.4502, 4.8509], [1.0104, 3.0103, 2.8895], [0.1662, 2.4363, 1.8471], [-1.0792, 2.8895, 1.5398], [-1.9367, 2.3444, 0.5568], [-1.6111, 1.2738, -0.2353], [-2.7359, 0.9920, -0.9721], [-2.8568, -0.1090, -1.8535], [-1.9119, -1.0551, -2.0915], [-0.6307, -1.0716, -1.5615], [-0.0122, -2.1795, -2.1057], [1.2777, -2.5489, -1.8840], [2.1854, -1.8886, -1.0242], [1.8851, -0.7722, -0.2861], [-0.9360, -2.8863, -2.9867], [-2.0909, -2.1931, -2.9867], [-3.3522, -2.5111, -3.7257], [-4.4069, -3.1752, -2.8331], [-0.5918, -4.1001, -3.7919], [0.1291, -3.7427, -5.0982], [-3.7610, 1.9136, -0.6740], [-3.2546, 2.7714, 0.2944], [-3.9511, 3.9041, 0.9845], [-4.5433, 3.5095, 2.3433], [-5.1389, 1.9002, -1.2626], [-6.0774, 0.9036, -0.5699], [0.8341, 1.4100, 1.2058], [0.5897, 4.1032, 3.8193], [-0.2487, 3.5851, 4.9941], [4.3145, -5.6752, -1.1262], [2.7379, -4.9861, -0.7002], [4.1083, -4.7710, 0.3828], [3.8988, -3.5846, -2.4370], [5.2595, -3.3727, -1.3611], [5.7573, -0.4256, 0.9165], [6.0947, -1.9506, 0.1329], [4.6898, -1.6711, 2.8436], [6.3897, -2.1209, 2.6227], [5.0982, -3.1936, 2.0604], [4.0268, 0.6072, 1.9697], [3.3315, 3.5083, 4.2167], [4.2847, 2.4932, 3.1570], [2.5587, 1.4879, 5.4852], [4.3267, 1.5920, 5.4828], [3.4949, 0.4520, 4.4119], [-1.4566, 3.7272, 2.1136], [-3.8036, -0.2208, -2.3692], [1.6360, -3.4331, -2.3975], [-3.1227, -3.1690, -4.5668], [-3.7632, -1.5942, -4.1564], [-4.0258, -4.1151, -2.4278], [-5.3226, -3.3868, -3.3906], [-4.6589, -2.5309, -1.9888], [-1.5033, -4.6578, -4.0185], [0.0373, -4.7692, -3.1992], [-0.5086, -3.1143, -5.7234], [0.3960, -4.6375, -5.6658], [1.0398, -3.1787, -4.8900], [-4.7498, 4.2841, 0.3423], [-3.2536, 4.7343, 1.1245], [-5.2927, 2.7246, 2.2216], [-5.0175, 4.3612, 2.8382], [-3.7642, 3.1188, 3.0008], [-5.0824, 1.6607, -2.3278], [-5.5710, 2.9026, -1.1990], [-5.6760, -0.1097, -0.6372], [-7.0744, 0.9105, -1.0187], [-6.1771, 1.1458, 0.4902], [0.0143, 4.8512, 3.2680], [1.4742, 4.6173, 4.2011], [-1.1336, 3.0598, 4.6292], [-0.5755, 4.4023, 5.6415], [0.3287, 2.8804, 5.5961], [1.4466, 2.9808, -3.5776], [1.1302, 2.0163, -2.6549], [1.0842, 2.5276, -1.3066], [-0.1636, 1.4598, -2.8266], [2.0237, 0.9377, -2.6064]],
  "forces_ev_per_a": [[0.54, 1.29, -1.09], [0.00, 0.07, 0.00], [-0.01, -0.02, 0.05], [0.03, -0.10, -0.01], [0.14, -0.06, 0.02], [-0.03, -0.06, 0.03], [-0.02, 0.01, -0.05], [-0.07, 0.14, 0.11], [0.18, -0.22, -0.10], [-0.23, 0.15, -0.06], [0.10, -0.07, -0.02], [0.01, -0.06, 0.02], [-0.02, 0.01, -0.05], [-0.11, 0.02, -0.04], [0.15, -0.07, -0.02], [-0.21, 0.02, -0.10], [0.10, 0.05, 0.09], [-0.55, -0.16, 0.34], [0.04, -0.08, -0.04], [-0.16, 0.22, 0.09], [0.26, -0.11, -0.03], [-0.35, -0.55, -0.15], [-0.20, 0.09, -0.04], [0.26, 0.01, 0.12], [-0.06, -0.09, -0.10], [0.17, -0.48, 0.37], [0.20, 0.01, -0.02], [-0.13, 0.10, 0.07], [-0.05, 0.00, 0.05], [0.02, 0.01, -0.01], [0.06, 0.02, -0.04], [-0.02, 0.02, 0.05], [-0.12, 0.03, -0.01], [-0.10, 0.06, 0.01], [-0.04, -0.05, 0.03], [0.01, -0.01, -0.04], [-0.01, -0.02, 0.06], [0.05, 0.03, -0.01], [0.11, 0.04, 0.70], [-0.07, -0.02, 0.02], [0.01, 0.00, -0.04], [-0.01, 0.02, 0.00], [0.02, 0.00, 0.01], [-0.01, -0.01, -0.02], [0.01, 0.00, -0.02], [0.01, 0.00, -0.01], [0.01, 0.01, 0.00], [0.02, 0.01, 0.00], [0.01, -0.01, -0.01], [-0.01, 0.00, -0.01], [0.00, 0.02, 0.00], [-0.01, -0.03, -0.03], [0.01, 0.02, 0.00], [0.01, 0.00, 0.00], [0.02, 0.00, -0.01], [-0.01, 0.00, -0.01], [0.00, 0.02, 0.01], [-0.02, -0.02, -0.03], [0.02, 0.04, 0.03], [0.03, 0.03, 0.03], [0.00, 0.00, -0.01], [-0.01, 0.00, -0.01], [-0.01, 0.02, -0.01], [0.02, 0.01, 0.01], [0.01, -0.02, -0.02], [-0.01, -0.01, 0.00], [0.00, -0.01, 0.00], [0.02, -0.01, 0.01], [-0.01, 0.01, 0.02], [-0.02, -0.01, -0.01], [-0.01, 0.02, 0.00], [0.00, 0.01, 0.00], [0.02, 0.01, 0.01], [0.01, -0.01, -0.01], [-0.01, 0.01, -0.01], [-0.01, 0.01, -0.01], [0.00, 0.00, -0.01], [-0.01, 0.02, 0.01], [0.02, 0.00, 0.00], [0.00, -0.01, -0.02], [0.01, 0.01, 0.00], [0.01, 0.01, 0.01], [0.02, 0.01, 0.01], [0.01, -0.01, -0.01], [-0.01, 0.01, -0.01], [-0.07, -0.21, 0.22], [0.10, 0.13, -0.31], [-0.06, -0.30, 0.08], [0.04, -0.03, 0.07], [0.00, 0.10, -0.10]],
  "mulliken_charge": [1.33, -1.05, -1.30, 0.88, 0.72, -1.36, -0.91, -0.21, -0.44, 0.05, 0.48, -1.14, -0.98, 0.38, -0.01, -0.29, -0.35, 0.18, -0.31, -0.45, -0.19, 0.11, -0.24, -0.34, -0.27, 0.02, 0.67, 0.79, -1.32, -1.07, -1.32, -1.16, 0.76, 0.74, -1.35, -0.93, -1.28, -0.93, 0.07, -1.20, -1.03, 0.39, 0.25, 0.22, 0.40, 0.39, 0.41, 0.40, 0.14, 0.37, 0.21, 0.26, 0.35, 0.42, 0.24, 0.38, 0.18, 0.23, 0.26, 0.25, 0.42, 0.43, 0.31, 0.37, 0.20, 0.48, 0.42, 0.32, 0.37, 0.29, 0.39, 0.41, 0.21, 0.37, 0.16, 0.39, 0.41, 0.14, 0.39, 0.21, 0.41, 0.42, 0.22, 0.38, 0.24, -0.33, 0.36, -0.30, -0.28, -0.34]
}


{
  "formula": "C36H44BaN2Si",
  "method": "wB97M-V/def2-TZVPD",
  "homo_ev": -4.5,
  "charge": 0,
  "molar_mass_g_mol": 670.176,
  "de_lowest_kj_mol": 318.0,
  "gap_ev": 4.206,
  "species": ["C", "C", "C", "H", "C", "C", "H", "H", "H", "H", "Ba", "C", "H", "H", "H", "Si", "C", "C", "H", "C", "H", "C", "H", "C", "H", "C", "H", "C", "C", "H", "C", "H", "C", "H", "C", "H", "C", "H", "H", "H", "C", "C", "C", "C", "C", "C", "C", "N", "C", "C", "C", "C", "C", "C", "C", "N", "C", "C", "C", "C", "H", "H", "H", "H", "H", "H", "H", "H", "H", "H", "H", "H", "H", "H", "H", "H", "H", "H", "H", "H", "H", "H", "H", "H"],
  "coordinates": [[-0.6876, -1.0891, -2.0582], [0.2309, -0.2835, -2.7797], [1.5357, -0.6854, -2.4253], [-0.0230, 0.5003, -3.4746], [1.4348, -1.7317, -1.4820], [0.0561, -1.9795, -1.2554], [-0.3529, -2.7226, -0.5904], [-1.7622, -1.0306, -2.1136], [2.4508, -0.2411, -2.7779], [2.2591, -2.2413, -1.0115], [0.5202, 0.1428, -0.5420], [2.2377, 1.3802, -0.1441], [3.1238, 0.7431, -0.0473], [2.2317, 2.0323, 0.7371], [2.4195, 2.0363, -1.0028], [5.2926, 4.3642, 0.5942], [4.7487, 5.6511, -0.6514], [4.4631, 5.2913, -1.9714], [4.5823, 4.2618, -2.2868], [4.0406, 6.2367, -2.8935], [3.8254, 5.9395, -3.9115], [3.8967, 7.5639, -2.5120], [3.5687, 8.3028, -3.2314], [4.1794, 7.9407, -1.2071], [4.0742, 8.9749, -0.9062], [4.6025, 6.9914, -0.2873], [4.8271, 7.3018, 0.7263], [6.5077, 3.1680, -0.1777], [7.5269, 3.6272, -1.0169], [7.6013, 4.6836, -1.2455], [8.4411, 2.7480, -1.5766], [9.2229, 3.1219, -2.2250], [8.3523, 1.3886, -1.3079], [9.0646, 0.7014, -1.7456], [7.3452, 0.9137, -0.4805], [7.2685, -0.1457, -0.2726], [6.4316, 1.7970, 0.0774], [5.6457, 1.4110, 0.7154], [4.1403, 3.5717, 1.1039], [5.8890, 5.0808, 1.7544], [-3.4437, -5.9612, 1.2946], [-1.9368, -5.7953, 1.6209], [-1.6026, -6.6445, 2.8530], [-1.1675, -6.3524, 0.3862], [-1.5051, -4.3182, 1.7996], [-0.1397, -4.0245, 1.9855], [0.3238, -2.7298, 1.7677], [-0.5556, -1.7747, 1.3754], [-1.9051, -1.9462, 1.3613], [-2.4071, -3.2416, 1.6018], [-2.7930, -0.8577, 0.8485], [-4.1888, -0.8593, 1.0558], [-5.0041, 0.1581, 0.5036], [-4.3691, 1.1619, -0.2543], [-2.9903, 1.1316, -0.4431], [-2.2458, 0.1448, 0.1070], [-6.5383, 0.1991, 0.6793], [-6.9478, 1.5228, 1.3607], [-7.2132, 0.1031, -0.7073], [-7.0792, -0.9634, 1.5452], [-3.6925, -7.0299, 1.1152], [-3.7111, -5.4122, 0.3639], [-4.0747, -5.5945, 2.1302], [-1.8802, -7.7065, 2.6701], [-0.5135, -6.6213, 3.0720], [-2.1590, -6.2763, 3.7375], [-1.3962, -5.7464, -0.5199], [-0.0671, -6.3295, 0.5318], [-1.4492, -7.4053, 0.1696], [0.5933, -4.8055, 2.1350], [1.3894, -2.5574, 1.7009], [-3.4523, -3.4324, 1.4490], [-4.6303, -1.6464, 1.6417], [-4.9329, 1.9625, -0.7126], [-2.5129, 1.8945, -1.0441], [-6.6465, 2.4046, 0.7585], [-8.0507, 1.5726, 1.4908], [-6.4729, 1.6059, 2.3623], [-6.9333, -0.8495, -1.2075], [-8.3203, 0.1333, -0.6100], [-6.9142, 0.9423, -1.3688], [-6.8460, -1.9466, 1.0820], [-6.6466, -0.9294, 2.5686], [-8.1845, -0.8970, 1.6459]],
  "forces_ev_per_a": [[-0.53, -2.81, -3.91], [-0.56, -2.40, -3.35], [1.19, -2.47, -3.46], [-0.02, 0.18, 0.06], [0.14, -3.12, -2.88], [0.01, -3.98, -3.25], [0.07, 0.09, -0.34], [0.04, 0.09, 0.11], [0.07, 0.09, 0.07], [0.09, 0.08, 0.18], [-6.17, 9.85, 14.82], [5.84, 3.87, 0.77], [0.48, -0.09, 0.01], [-0.13, 0.05, 0.19], [0.31, 0.30, -0.26], [-0.24, -0.22, 0.21], [0.05, 0.02, 0.00], [0.03, 0.04, 0.03], [-0.01, -0.05, 0.01], [-0.01, 0.03, 0.00], [0.00, -0.01, -0.02], [0.00, -0.02, 0.03], [0.00, 0.01, -0.01], [-0.02, 0.01, -0.02], [0.00, 0.02, 0.00], [0.00, -0.06, -0.06], [0.01, -0.01, 0.03], [0.05, 0.05, -0.01], [-0.05, -0.09, 0.02], [0.01, 0.05, -0.01], [0.03, -0.02, -0.02], [0.02, 0.01, -0.01], [-0.03, 0.02, 0.02], [0.01, -0.01, -0.01], [0.04, 0.03, -0.02], [0.00, -0.02, 0.00], [-0.01, 0.04, 0.05], [-0.06, 0.03, -0.03], [0.17, 0.14, -0.06], [0.04, 0.02, -0.10], [-0.14, 0.26, -0.03], [-0.21, -0.28, -0.52], [0.23, -0.19, 0.30], [0.29, 0.09, -0.33], [-0.39, 0.25, -0.12], [-0.29, 0.27, -0.32], [-2.62, -0.29, -0.59], [-0.03, 0.89, 1.05], [1.83, -1.44, 0.14], [1.10, -0.23, -0.29], [-0.73, 1.87, -0.94], [0.13, 0.65, -0.44], [0.43, -0.29, 0.09], [0.14, -0.38, 0.17], [-0.73, -1.77, 1.35], [-0.28, -0.06, 0.32], [-0.32, -0.14, 0.12], [0.02, 0.37, 0.16], [-0.04, -0.03, -0.40], [0.16, -0.20, 0.13], [0.28, 0.63, 0.21], [0.12, -0.28, 0.61], [0.24, -0.19, -0.46], [0.13, 0.67, 0.13], [-0.65, 0.01, -0.03], [0.33, -0.24, -0.37], [0.15, -0.36, 0.57], [-0.62, 0.01, -0.04], [0.05, 0.61, 0.25], [-0.11, -0.13, 0.12], [-0.02, 0.50, 0.18], [-0.22, -0.15, 0.05], [-0.14, -0.06, 0.12], [-0.12, -0.01, 0.04], [0.31, -0.09, 0.06], [-0.13, -0.48, 0.35], [0.65, -0.11, -0.08], [-0.29, 0.00, -0.58], [-0.18, 0.57, 0.25], [0.66, -0.03, 0.02], [-0.14, -0.47, 0.35], [-0.12, 0.52, 0.32], [-0.25, -0.10, -0.57], [0.70, 0.06, -0.13]],
  "mulliken_charge": [-0.77, -0.94, -0.14, 0.38, -0.81, -0.39, 0.67, 0.38, 0.41, 0.37, 1.54, -1.57, 0.26, 0.28, 0.32, 0.43, 0.14, -0.07, 0.41, -0.66, 0.36, -0.36, 0.37, -0.50, 0.37, -0.40, 0.31, 0.28, -0.26, 0.37, -0.65, 0.36, -0.33, 0.37, -0.56, 0.37, -0.22, 0.24, -0.14, -0.25, -2.00, 1.92, -1.57, -1.56, 0.18, -0.58, -0.76, -0.31, 0.32, -0.06, -1.37, 0.74, 0.23, -0.68, -0.92, -0.07, 1.83, -1.54, -1.49, -1.91, 0.41, 0.44, 0.39, 0.42, 0.29, 0.38, 0.34, 0.34, 0.42, 0.41, 0.43, 0.54, 0.62, 0.43, 0.40, 0.31, 0.42, 0.37, 0.35, 0.42, 0.31, 0.39, 0.39, 0.39]
}